{"formula": "C32H72ClN4O4", "method": "ωB97M-V with the def2-TZVPD basis set", "species": ["Cl", "O", "O", "O", "O", "C", "C", "C", "N", "C", "C", "C", "C", "C", "H", "H", "H", "H", "H", "H", "H", "H", "H", "H", "H", "H", "H", "H", "H", "H", "H", "H", "C", "C", "C", "N", "C", "C", "C", "C", "C", "H", "H", "H", "H", "H", "H", "H", "H", "H", "H", "H", "H", "H", "H", "H", "H", "H", "H", "C", "C", "C", "N", "C", "C", "C", "C", "C", "H", "H", "H", "H", "H", "H", "H", "H", "H", "H", "H", "H", "H", "H", "H", "H", "H", "H", "C", "C", "C", "N", "C", "C", "C", "C", "C", "H", "H", "H", "H", "H", "H", "H", "H", "H", "H", "H", "H", "H", "H", "H", "H", "H", "H"], "positions_angstrom": [[-13.470, 18.053, 13.745], [-14.139, 17.325, 12.672], [-14.223, 19.260, 13.886], [-13.566, 17.213, 14.855], [-12.181, 18.369, 13.425], [-15.945, 15.251, 14.454], [-14.904, 14.190, 14.183], [-13.723, 14.203, 15.111], [-12.470, 13.416, 14.786], [-11.946, 13.875, 13.406], [-12.813, 11.853, 14.764], [-11.896, 11.333, 15.849], [-10.769, 12.342, 16.142], [-11.473, 13.660, 15.852], [-15.500, 16.245, 14.484], [-16.467, 15.161, 15.407], [-16.613, 15.186, 13.595], [-14.513, 14.387, 13.184], [-15.202, 13.142, 14.161], [-14.180, 13.772, 16.001], [-13.563, 15.246, 15.387], [-12.731, 13.681, 12.676], [-11.002, 13.409, 13.125], [-11.834, 14.958, 13.463], [-12.550, 11.452, 13.786], [-13.858, 11.684, 15.021], [-11.628, 10.339, 15.492], [-12.354, 10.979, 16.773], [-9.845, 12.224, 15.576], [-10.489, 12.408, 17.194], [-10.749, 14.422, 15.562], [-11.987, 13.898, 16.783], [-12.774, 20.588, 17.868], [-13.978, 19.694, 17.665], [-13.715, 18.214, 17.161], [-15.034, 17.287, 17.277], [-16.162, 17.761, 16.346], [-14.586, 15.852, 16.809], [-15.275, 15.000, 17.790], [-15.178, 15.698, 19.161], [-15.414, 17.149, 18.851], [-12.441, 20.586, 18.906], [-12.972, 21.580, 17.462], [-11.914, 20.349, 17.244], [-14.623, 20.174, 16.929], [-14.506, 19.755, 18.617], [-13.021, 17.646, 17.781], [-13.344, 18.021, 16.155], [-15.824, 17.868, 15.315], [-16.591, 18.728, 16.606], [-16.992, 17.061, 16.438], [-14.974, 15.673, 15.807], [-13.500, 15.808, 16.721], [-16.342, 14.908, 17.589], [-14.865, 13.990, 17.781], [-15.698, 15.163, 19.955], [-14.124, 15.629, 19.431], [-16.466, 17.435, 18.869], [-14.894, 17.884, 19.465], [-11.936, 17.299, 11.970], [-11.915, 15.938, 11.293], [-11.575, 15.968, 9.782], [-11.259, 14.519, 9.329], [-10.179, 13.752, 10.136], [-10.889, 14.472, 7.850], [-11.427, 13.119, 7.274], [-12.563, 12.707, 8.157], [-12.508, 13.569, 9.425], [-10.966, 17.784, 11.864], [-12.064, 16.933, 12.989], [-12.786, 17.968, 11.837], [-12.768, 15.295, 11.514], [-11.118, 15.509, 11.900], [-10.548, 16.287, 9.603], [-12.376, 16.401, 9.183], [-10.115, 12.836, 9.549], [-10.584, 13.646, 11.142], [-9.227, 14.252, 10.320], [-9.813, 14.641, 7.813], [-11.442, 15.261, 7.341], [-10.758, 12.258, 7.255], [-11.771, 13.215, 6.244], [-12.654, 11.626, 8.259], [-13.493, 12.946, 7.642], [-12.305, 12.878, 10.242], [-13.430, 14.105, 9.650], [-11.352, 20.530, 15.782], [-10.608, 19.566, 14.887], [-9.526, 20.225, 14.048], [-8.924, 19.435, 12.851], [-10.039, 19.142, 11.782], [-8.410, 18.051, 13.363], [-7.066, 17.812, 12.636], [-6.630, 19.017, 11.912], [-7.707, 20.122, 12.222], [-10.503, 20.907, 16.351], [-12.103, 20.088, 16.437], [-11.852, 21.233, 15.115], [-11.368, 19.069, 14.285], [-10.140, 18.862, 15.576], [-8.731, 20.463, 14.754], [-9.856, 21.140, 13.556], [-9.640, 18.643, 10.899], [-10.502, 20.105, 11.569], [-10.798, 18.498, 12.227], [-9.240, 17.359, 13.217], [-8.250, 18.047, 14.441], [-7.203, 17.018, 11.903], [-6.291, 17.413, 13.290], [-6.770, 18.841, 10.846], [-5.626, 19.423, 12.039], [-8.063, 20.881, 11.526], [-7.153, 20.410, 13.116]], "largest_force_ha_per_bohr": 0.1978, "charge": 3, "energy_ha": -2240.7534, "orbital_gap_ev": 8.92, "de_lowest_kcal_mol": 342.07, "spin_multiplicity": 1, "homo_energy_ev": -15.72}



{"formula": "C32H74BBr10O32P6", "method": "ωB97M-V with the def2-TZVPD basis set", "species": ["O", "C", "O", "B", "O", "C", "O", "O", "C", "O", "C", "O", "O", "Br", "C", "C", "Br", "H", "H", "H", "H", "Br", "C", "C", "Br", "H", "H", "H", "H", "Br", "C", "C", "Br", "H", "H", "H", "H", "Br", "C", "C", "Br", "H", "H", "H", "H", "Br", "C", "C", "Br", "H", "H", "H", "H", "C", "O", "P", "O", "O", "C", "O", "C", "H", "H", "H", "H", "H", "H", "H", "H", "H", "C", "O", "P", "O", "O", "C", "O", "C", "H", "H", "H", "H", "H", "H", "H", "H", "H", "C", "O", "P", "O", "O", "C", "O", "C", "H", "H", "H", "H", "H", "H", "H", "H", "H", "C", "O", "P", "O", "O", "C", "O", "C", "H", "H", "H", "H", "H", "H", "H", "H", "H", "C", "O", "P", "O", "O", "C", "O", "C", "H", "H", "H", "H", "H", "H", "H", "H", "H", "C", "O", "P", "O", "O", "C", "O", "C", "H", "H", "H", "H", "H", "H", "H", "H", "H"], "positions_angstrom": [[1.198, -1.488, 3.514], [0.807, -0.891, 2.491], [0.898, 0.411, 2.172], [0.293, 0.636, 0.877], [0.129, -0.691, 0.270], [0.289, -1.587, 1.222], [-0.034, -2.746, 1.088], [1.020, 1.586, 0.030], [0.398, 2.715, 0.009], [0.772, 3.811, -0.420], [-0.980, 2.504, 0.613], [-1.017, 1.229, 1.039], [-1.825, 3.401, 0.826], [5.018, -1.134, 5.849], [4.930, -1.526, 3.880], [5.444, -2.899, 3.542], [7.404, -3.079, 3.797], [5.527, -0.760, 3.385], [3.940, -1.378, 3.449], [5.154, -3.078, 2.507], [4.975, -3.724, 4.077], [-0.057, 6.480, -4.686], [-0.105, 4.577, -4.153], [-1.538, 4.107, -3.904], [-1.525, 2.157, -3.517], [0.485, 4.433, -3.248], [0.188, 4.051, -5.062], [-2.169, 4.302, -4.771], [-1.896, 4.660, -3.036], [-5.362, 4.836, 1.967], [-4.846, 5.921, 0.345], [-4.752, 4.987, -0.849], [-4.096, 6.112, -2.423], [-3.883, 6.364, 0.598], [-5.556, 6.748, 0.316], [-5.657, 4.456, -1.145], [-4.026, 4.186, -0.712], [-3.868, -4.793, 2.768], [-2.568, -3.562, 3.584], [-2.503, -3.810, 5.092], [-1.061, -2.696, 5.860], [-2.903, -2.559, 3.318], [-1.590, -3.832, 3.184], [-2.214, -4.824, 5.372], [-3.426, -3.640, 5.645], [3.051, -5.590, 4.187], [1.935, -4.516, 2.983], [1.681, -5.291, 1.678], [3.389, -5.358, 0.590], [2.430, -3.586, 2.706], [0.991, -4.317, 3.491], [0.944, -4.801, 1.042], [1.377, -6.326, 1.832], [-3.619, 9.088, 2.659], [-2.701, 8.746, 3.635], [-1.914, 7.301, 3.729], [-0.884, 7.077, 4.726], [-3.077, 6.176, 3.930], [-2.739, 4.868, 4.300], [-1.418, 7.126, 2.127], [-0.338, 6.208, 1.792], [-3.246, 9.911, 2.050], [-4.569, 9.357, 3.121], [-3.965, 8.324, 1.963], [-1.715, 4.835, 4.674], [-2.777, 4.086, 3.541], [-3.320, 4.370, 5.076], [-0.056, 5.515, 2.585], [0.605, 6.709, 1.575], [-0.660, 5.667, 0.902], [-0.209, -4.080, -6.416], [-0.605, -3.149, -5.475], [-1.865, -3.584, -4.558], [-1.817, -4.963, -4.016], [-1.782, -2.377, -3.429], [-0.728, -2.465, -2.443], [-3.160, -3.191, -5.450], [-3.179, -1.924, -6.081], [-0.386, -5.131, -6.186], [0.880, -4.040, -6.430], [-0.449, -3.910, -7.465], [-0.024, -1.662, -2.661], [-0.112, -3.365, -2.451], [-1.126, -2.372, -1.432], [-4.099, -2.078, -6.645], [-2.472, -1.677, -6.872], [-3.355, -1.120, -5.366], [4.233, 4.520, -1.388], [5.005, 5.661, -1.169], [6.642, 5.715, -1.276], [7.435, 4.620, -0.638], [6.906, 5.908, -2.829], [7.284, 4.813, -3.672], [6.947, 7.221, -0.686], [6.167, 8.307, -1.119], [3.422, 4.573, -0.662], [4.801, 3.596, -1.284], [3.863, 4.485, -2.413], [7.031, 3.867, -3.193], [8.356, 4.762, -3.863], [6.694, 4.910, -4.583], [5.357, 8.552, -0.432], [5.485, 8.085, -1.939], [6.701, 9.245, -1.275], [6.877, -0.698, -1.942], [5.457, -0.819, -1.809], [4.787, -1.291, -0.445], [5.326, -2.618, 0.022], [5.047, -0.070, 0.684], [4.419, 1.144, 0.522], [3.193, -1.268, -0.696], [2.575, -2.392, -1.393], [7.480, -0.565, -1.044], [6.904, 0.304, -2.369], [7.253, -1.394, -2.693], [4.037, 1.376, -0.472], [5.147, 1.926, 0.738], [3.609, 1.259, 1.243], [3.261, -3.122, -1.823], [1.974, -2.000, -2.214], [1.877, -2.853, -0.696], [-7.420, -1.527, 3.075], [-6.988, -0.702, 2.037], [-6.091, -1.296, 0.747], [-6.532, -2.582, 0.192], [-4.612, -1.422, 1.373], [-3.588, -1.782, 0.382], [-6.058, 0.007, -0.236], [-5.840, 1.302, 0.317], [-6.764, -2.394, 3.155], [-8.403, -1.969, 2.916], [-7.572, -0.896, 3.951], [-3.685, -1.118, -0.476], [-3.641, -2.832, 0.093], [-2.623, -1.631, 0.868], [-6.525, 2.090, 0.006], [-4.934, 1.754, -0.086], [-5.753, 1.357, 1.402], [-0.935, -5.661, -0.597], [-1.144, -6.467, 0.526], [-1.348, -8.059, 0.228], [-1.484, -8.775, 1.524], [-0.095, -8.612, -0.722], [1.129, -8.937, -0.068], [-2.642, -8.185, -0.707], [-3.439, -9.372, -0.751], [-1.193, -4.613, -0.448], [-1.410, -6.033, -1.505], [0.120, -5.768, -0.853], [2.000, -8.369, -0.396], [1.520, -9.927, -0.305], [1.107, -8.826, 1.016], [-3.041, -10.115, -0.061], [-3.598, -9.769, -1.754], [-4.399, -9.097, -0.315]], "largest_force_ha_per_bohr": 0.0897, "charge": 0, "energy_ha": -31485.0148, "orbital_gap_ev": [9.44, 2.38], "spin_multiplicity": 2, "homo_energy_ev": [-9.94, -9.94]}



Q: Among the records above, which one has the lowest charge?
A: C32H74BBr10O32P6



Q: Look up the charge of the second one.
A: 0



Q: What is the formula in the first record?
A: C32H72ClN4O4